The following is a DFT calculation (ωB97M-V with the def2-TZVPD basis set) of an isolated molecule of C7H14N2O at a distorted geometry.

Last column: Löwdin charge in e.
Atoms and positions in Å:
C: -3.086 -0.273 -0.362  -0.34
C: -1.902 -0.462 0.473  -0.26
C: -0.670 0.594 -0.088  -0.18
C: 0.539 -0.457 -0.284  -0.51
C: -0.555 1.776 0.828  -0.08
C: 1.469 -0.542 0.912  -0.07
C: 1.217 -0.437 -1.659  -0.01
N: -1.339 -1.796 0.608  0.02
N: -0.090 -1.799 -0.188  -0.03
O: -3.719 0.732 -0.526  0.14
H: -3.400 -1.182 -1.025  0.18
H: -2.227 -0.160 1.459  0.13
H: -0.892 0.781 -1.160  0.12
H: -0.302 1.571 1.885  0.09
H: -1.467 2.401 0.843  0.09
H: 0.132 2.494 0.459  0.06
H: 2.279 -1.319 0.769  0.10
H: 1.043 -0.720 1.969  0.11
H: 2.063 0.323 1.116  0.05
H: 0.455 -0.064 -2.360  0.09
H: 1.403 -1.397 -1.905  0.04
H: 1.993 0.281 -1.664  0.08
H: -0.872 -2.095 1.417  0.08
H: -0.409 -1.981 -1.128  0.09

Forces on the atoms, in the same order (eV/Å):
C 1.3 -7.4 -1.3
C 2.6 1.3 1.2
C -0.4 -3.3 -0.2
C -1.2 -0.3 2.4
C -0.7 0.7 0.4
C 1.8 -0.4 1.7
C -2.7 3.2 1.4
N 1.4 0.6 -3.3
N -1.7 -0.5 -1.6
O -2.9 5.2 -0.7
H 0.4 1.2 0.8
H 0.2 0.6 0.7
H -0.5 0.7 0.9
H -0.1 -0.3 -0.6
H -0.1 -0.7 0.0
H 1.2 0.6 -0.3
H -1.2 0.4 0.0
H -0.1 -0.1 -1.9
H 0.3 1.2 -0.3
H 0.2 -0.1 0.0
H 1.5 -3.0 -0.9
H 1.3 0.3 -0.2
H -0.7 0.4 2.3
H -0.2 -0.5 -0.3

Calculated values
- Expectation value of S²: 2.007
- Highest occupied orbital energy (spin up / spin down): -5.89 / -9.42 eV
- Kohn-Sham gap (spin up / spin down): 6.76 / 7.08 eV
- LUMO (spin up / spin down): 0.879 / -2.339 eV
- 2S+1: 3

The following is a DFT calculation (ωB97M-V with the def2-TZVPD basis set) of an isolated molecule of C7H14N2O2S2 at a distorted geometry.

Last column: Löwdin charge in e.
Atoms and positions in Å:
C: -0.327 1.788 0.485  -0.74
C: -2.986 -0.020 0.863  -0.33
C: 1.072 1.336 -1.352  -0.19
C: 1.545 0.211 -0.471  -0.58
C: -2.748 -1.056 1.949  -0.15
C: 2.756 -2.012 -0.206  -0.05
C: 2.033 -1.040 -1.259  -0.18
N: 0.383 2.337 -0.498  0.02
N: -1.097 2.370 1.235  0.12
O: -1.611 -1.391 -1.097  -0.36
O: -1.962 1.063 -1.268  -0.35
S: 0.249 0.004 0.723  1.04
S: -1.938 -0.143 -0.427  0.61
H: -2.828 0.986 1.122  0.01
H: 1.984 1.906 -1.658  0.14
H: 0.519 0.899 -2.213  0.14
H: 2.365 0.449 0.146  0.08
H: -1.994 -0.636 2.597  0.05
H: -2.548 -2.017 1.486  0.07
H: -3.705 -1.003 2.536  0.09
H: 2.014 -2.507 0.345  0.05
H: 3.305 -1.362 0.386  0.05
H: 3.267 -2.796 -0.663  0.05
H: 1.177 -1.394 -1.765  0.08
H: 2.765 -0.733 -1.985  0.11
H: -0.220 2.893 -1.085  0.14
H: -1.470 1.868 2.073  0.08

Forces on the atoms, in the same order (eV/Å):
C 1.6 -1.8 1.8
C 2.1 -1.9 -1.6
C 1.6 1.3 -0.1
C 0.5 -1.0 -1.1
C -2.1 1.4 -0.1
C -2.7 1.4 -2.6
C 0.5 0.1 2.4
N 0.7 -0.6 -2.7
N -2.0 0.9 2.6
O -0.5 0.6 0.9
O 0.3 -1.4 0.8
S -0.6 0.7 0.6
S -2.3 0.1 -2.0
H -0.8 1.3 0.4
H -0.7 -0.8 -0.5
H 0.0 0.7 0.6
H 1.1 1.0 0.6
H 0.6 -0.6 0.4
H 0.1 -0.2 0.5
H 0.9 -0.8 -0.3
H -1.2 -0.5 1.2
H 1.5 0.6 1.3
H 1.4 -0.9 -0.9
H -0.8 -1.1 -0.6
H 0.3 0.4 -0.4
H -0.1 0.6 0.1
H 0.8 0.5 -1.2

Calculated values
- Highest occupied orbital energy: -8.63 eV
- Kohn-Sham gap: 8.65 eV
- LUMO: 0.027 eV
- 2S+1: 1

The following is a DFT calculation (ωB97M-V with the def2-TZVPD basis set) of a structure of composition C7H14N2O3 at a distorted geometry.

Last column: Löwdin charge in e.
Atoms and positions in Å:
C: -1.651 0.303 1.267  -0.20
C: -0.989 -0.029 -0.052  -0.27
C: -2.932 1.067 1.109  0.00
C: 1.942 -0.224 -1.277  -0.03
C: 2.570 0.004 1.215  -0.04
C: -1.800 -1.027 -0.869  -0.19
C: 1.490 0.127 0.160  -0.41
N: 0.289 -0.712 0.250  0.11
N: -1.177 -0.370 2.300  -0.29
O: -1.633 -0.416 3.429  0.02
O: 0.011 -0.997 1.979  0.00
O: -1.065 -1.307 -2.076  -0.12
H: -0.730 0.966 -0.530  0.16
H: -3.670 0.402 0.742  0.07
H: -2.721 1.736 0.352  0.05
H: -3.167 1.634 2.040  0.11
H: 1.022 -0.204 -1.891  0.08
H: 2.576 0.585 -1.544  0.07
H: 2.440 -1.116 -1.319  0.05
H: 2.980 -0.981 1.247  0.08
H: 2.231 0.300 2.228  0.09
H: 3.367 0.665 0.937  0.07
H: -2.660 -0.445 -1.281  0.12
H: -2.049 -2.027 -0.305  0.17
H: 1.090 1.219 -0.003  0.16
H: -1.198 -2.258 -2.404  0.13

Forces on the atoms, in the same order (eV/Å):
C 0.1 -0.8 -0.6
C 1.4 -0.2 1.0
C 1.2 -0.5 3.0
C -2.1 2.2 0.9
C -1.0 0.6 0.5
C -0.8 -0.4 -1.3
C -1.5 1.8 -1.3
N -0.4 -0.7 4.1
N -0.7 2.0 -3.1
O 0.3 -0.5 1.0
O 0.8 -0.2 -1.7
O 0.1 -2.2 -0.6
H -0.6 -1.2 -0.3
H -1.3 -0.5 0.1
H 0.2 1.7 -1.6
H -0.3 -0.7 -0.7
H 0.8 -0.2 -0.1
H 0.7 0.6 -0.7
H 1.1 -2.4 -0.2
H 0.1 -0.8 0.1
H 0.0 -0.3 -0.6
H 0.5 0.4 -0.2
H -0.2 -0.9 1.0
H 0.3 2.3 -0.8
H 1.0 -1.4 1.0
H 0.2 2.2 1.0

Calculated values
- Highest occupied orbital energy: -8.29 eV
- Kohn-Sham gap: 8.62 eV
- LUMO: 0.334 eV
- 2S+1: 1

The following is a DFT calculation (ωB97M-V with the def2-TZVPD basis set) of a cluster of 2 separate species, C7H14N2O3 in total at a distorted geometry.

Last column: Löwdin charge in e.
Atoms and positions in Å:
C: 2.112 0.512 -1.974  0.03
C: 1.927 0.568 -0.677  -0.04
C: 2.262 1.246 0.494  -0.62
C: -2.063 0.909 0.015  -0.20
C: -0.158 -0.648 0.583  -0.21
C: -3.104 -0.129 0.448  -0.30
C: 1.107 -1.269 0.051  -0.26
N: 2.005 -1.767 0.928  0.10
N: -0.800 0.261 -0.339  -0.07
O: 1.767 2.458 0.635  0.13
O: 2.881 0.712 1.396  0.05
O: -3.609 -1.059 -0.481  -0.05
H: 1.811 -0.318 -2.472  0.01
H: 2.634 1.174 -2.701  0.09
H: -1.832 1.554 0.846  0.11
H: -2.652 1.514 -0.739  0.14
H: -0.812 -1.343 0.877  0.06
H: 0.127 -0.159 1.520  0.14
H: -2.832 -0.600 1.357  0.09
H: -4.009 0.399 0.810  0.12
H: 1.010 -1.689 -0.926  0.10
H: 2.365 -0.943 1.446  0.07
H: 2.875 -2.165 0.521  0.13
H: -1.094 -0.204 -1.297  0.17
H: 1.507 2.922 -0.161  0.12
H: -3.424 -1.937 -0.158  0.08

Forces on the atoms, in the same order (eV/Å):
C 1.0 1.7 0.5
C 1.2 1.6 -1.7
C -0.3 -0.6 -1.0
C -0.9 -1.3 0.3
C 2.2 2.4 -0.4
C -2.1 1.5 1.4
C -2.1 -1.1 -1.1
N 2.3 0.3 0.4
N -1.1 0.4 -4.7
O -0.2 2.3 1.2
O 0.6 0.0 1.4
O 0.7 0.1 -0.9
H -1.6 -2.5 -1.5
H 0.1 0.0 1.3
H -0.4 0.4 0.6
H 1.8 -0.5 0.1
H -2.4 -3.4 1.2
H -0.1 0.6 0.0
H 0.9 -0.9 0.8
H 0.3 0.4 -0.3
H 0.1 -0.6 -0.4
H -0.1 -0.6 0.6
H -1.2 0.0 0.1
H 1.5 0.6 2.5
H -0.1 -0.4 -0.4
H 0.1 -0.3 0.0

Calculated values
- Expectation value of S²: 2.007
- Highest occupied orbital energy (spin up / spin down): -4.94 / -8.71 eV
- Kohn-Sham gap (spin up / spin down): 5.62 / 6.83 eV
- LUMO (spin up / spin down): 0.677 / -1.877 eV
- 2S+1: 3

The following is a DFT calculation (ωB97M-V with the def2-TZVPD basis set) of an isolated molecule of C7H14N2O3S at a distorted geometry.

Last column: Löwdin charge in e.
Atoms and positions in Å:
C: -3.567 -1.914 2.103  -0.48
S: -2.956 -1.540 0.462  0.81
C: -1.277 -2.193 0.874  -0.46
C: -0.325 -1.725 -0.253  -0.24
C: 0.059 -0.285 -0.335  -0.30
N: -1.084 0.597 -0.798  0.05
C: 1.165 -0.118 -1.335  -0.43
O: 1.526 -0.953 -2.185  0.06
N: 1.765 1.092 -1.471  0.04
C: 1.327 2.235 -0.697  -0.09
C: 2.204 2.391 0.529  -0.40
O: 2.150 3.298 1.376  0.07
O: 3.176 1.385 0.728  0.10
H: -4.711 -2.053 2.024  0.05
H: -3.257 -2.925 2.542  0.06
H: -3.408 -1.094 2.875  0.05
H: -1.339 -3.314 1.088  0.10
H: -1.026 -1.857 1.860  0.06
H: 0.505 -2.428 -0.308  0.12
H: -0.931 -2.006 -1.162  0.12
H: 0.476 0.092 0.610  0.16
H: -1.619 -0.034 -1.438  0.09
H: -1.617 0.756 0.000  0.02
H: 2.136 1.324 -2.377  0.16
H: 1.694 3.016 -1.316  0.13
H: 0.241 2.283 -0.553  0.12
H: 3.049 0.872 -0.028  0.03

Forces on the atoms, in the same order (eV/Å):
C -2.7 -0.6 1.6
S 0.7 -0.9 1.3
C -0.3 -0.4 -0.4
C -1.4 -2.7 -0.3
C -0.2 0.7 0.1
N 1.9 -1.8 -1.8
C 1.2 -1.4 -3.9
O -1.1 0.2 1.8
N -0.9 0.8 1.1
C 1.2 -0.1 -0.1
C 1.3 1.3 4.5
O -0.3 -2.4 -2.9
O -1.6 3.1 1.2
H 1.6 0.4 0.1
H 0.1 1.4 -0.8
H 0.1 -1.0 -1.1
H 0.1 1.2 -1.2
H 0.3 0.9 0.5
H 0.4 0.4 0.1
H 0.9 0.5 0.3
H -0.5 0.0 0.1
H 0.3 1.1 0.8
H -1.5 0.3 1.4
H 0.1 -0.6 -0.1
H -0.4 1.5 -0.4
H 0.5 0.1 0.2
H 0.2 -2.0 -2.2

Calculated values
- Highest occupied orbital energy: -9.00 eV
- Kohn-Sham gap: 9.58 eV
- SMILES string: CSCC[C@H](N)C(=O)NCC(=O)O
- LUMO: 0.577 eV
- 2S+1: 1

The following is a DFT calculation (ωB97M-V with the def2-TZVPD basis set) of an isolated molecule of C7H14N2O4S at a distorted geometry.

Last column: Löwdin charge in e.
Atoms and positions in Å:
C: -0.762 -2.208 0.950  -0.05
C: -1.217 -0.996 1.597  -0.42
O: -0.208 -0.436 2.517  -0.07
C: -1.525 0.212 0.795  -0.15
N: -0.251 0.765 0.217  0.12
C: 0.069 0.596 -1.098  -0.48
O: -0.781 0.165 -1.843  0.03
C: 1.489 0.968 -1.509  -0.41
N: 2.403 0.897 -0.460  0.06
C: 1.827 0.183 -2.819  -0.51
S: 1.863 -1.628 -2.628  0.69
C: -2.189 1.294 1.680  -0.45
O: -3.172 1.116 2.384  0.09
O: -1.589 2.497 1.678  0.09
H: 0.015 -1.956 0.149  0.09
H: -1.564 -2.839 0.457  0.11
H: -0.391 -2.940 1.781  0.12
H: -2.056 -1.208 2.286  0.15
H: 0.143 -1.188 3.107  0.13
H: -2.220 -0.012 -0.058  0.18
H: 0.583 0.961 0.819  0.15
H: 1.449 2.012 -1.794  0.15
H: 3.166 1.476 -0.684  0.07
H: 2.760 -0.014 -0.228  0.08
H: 1.011 0.501 -3.554  0.10
H: 2.810 0.502 -3.159  0.06
H: 0.503 -1.813 -2.854  -0.10
H: -2.167 3.094 2.272  0.17

Forces on the atoms, in the same order (eV/Å):
C 1.2 -3.0 -1.2
C -0.6 1.2 3.6
O 0.9 -2.3 1.0
C 0.5 1.9 -1.8
N 1.0 -0.2 0.5
C -1.0 -0.2 1.8
O -0.2 -0.3 -1.7
C -1.2 -0.8 -1.9
N 0.5 -0.2 1.6
C -1.5 0.9 -0.2
S -1.1 0.1 -0.3
C -1.0 0.1 1.3
O 1.0 -0.4 -1.1
O -1.0 1.0 0.7
H -0.7 -0.7 1.2
H 0.6 1.1 0.4
H -0.1 1.3 -1.6
H -0.2 0.0 -0.7
H -0.9 1.7 -1.4
H 0.7 0.3 0.7
H -1.5 -0.3 -0.4
H -0.2 0.4 -0.2
H 1.2 0.7 0.1
H -0.2 -0.5 -0.1
H 1.4 -0.7 0.7
H 0.0 0.0 -0.2
H 1.2 0.2 0.3
H 1.2 -1.4 -1.2

Calculated values
- Highest occupied orbital energy: -9.04 eV
- Kohn-Sham gap: 9.64 eV
- SMILES string: C[C@@H](O)[C@H](NC(=O)[C@@H](N)CS)C(=O)O
- LUMO: 0.595 eV
- 2S+1: 1